# 1
Formula: C26H24Cl2N6O3S2Ti
Source: the OMol25 dataset
Level of theory: ωB97M-V/def2-TZVPD

```
64
Properties=species:S:1:pos:R:3:forces:R:3
Ti -0.015385 -0.332333 -0.307739 -0.7 -0.4 0.0
N -4.282512 -1.319196 -2.193910 0.0 0.1 -0.1
C -3.139189 -0.852524 -1.488102 0.0 0.0 0.0
S -2.361668 0.401335 -2.469909 0.0 0.0 0.0
N -2.832865 -1.373875 -0.380393 0.0 0.1 0.0
N -1.761129 -1.035436 0.394271 0.1 0.0 0.0
C -1.508107 -2.145302 1.314647 0.0 -0.1 -0.1
C -0.701570 -3.290402 0.698379 0.0 0.0 0.0
C -0.643150 -4.501851 1.376362 0.0 0.0 0.0
C 0.003615 -5.610619 0.851520 0.0 0.0 0.0
C 0.599233 -5.509370 -0.400324 0.0 0.0 0.0
C 0.554970 -4.315086 -1.096072 0.0 0.0 0.0
C -0.080488 -3.185062 -0.563264 0.1 0.0 0.1
O -0.018930 -2.040202 -1.239355 0.2 0.1 -0.1
H -4.934521 -0.564574 -2.375518 0.0 0.0 0.1
H -4.732112 -2.028698 -1.628412 0.0 0.0 0.0
H -2.494335 -2.584225 1.494073 0.0 0.0 0.0
H -1.113672 -4.564493 2.353764 0.0 0.0 0.0
H 0.047718 -6.536388 1.412330 0.0 0.0 0.0
H 1.115177 -6.360709 -0.830113 0.0 0.0 0.0
H 1.036555 -4.207130 -2.060236 0.0 0.0 0.0
S 3.014666 -2.047994 2.829916 0.0 0.0 0.0
C 3.646038 -2.008466 1.206922 0.0 0.0 0.0
C 4.926378 -2.325500 0.784879 0.0 0.0 0.0
C 5.235204 -2.197359 -0.560930 0.0 0.0 0.0
C 4.267543 -1.748991 -1.457390 0.0 0.0 0.0
C 2.989769 -1.428759 -1.034286 0.0 0.0 0.0
C 2.663251 -1.560627 0.316887 0.1 0.1 0.0
N 1.448535 -1.234069 0.903511 -0.1 0.0 0.0
C 1.435124 -1.542882 2.226632 -0.1 -0.1 0.0
C 0.318107 -1.515367 3.099960 0.0 0.0 0.0
C 0.553547 -1.298196 4.489434 0.0 0.0 0.0
C -0.472310 -1.143091 5.390911 0.0 0.0 0.0
C -1.799143 -1.199977 4.963167 0.0 0.0 0.0
C -2.047150 -1.480080 3.624262 0.0 0.0 0.0
C -1.041856 -1.672501 2.685688 0.0 0.0 0.0
H 5.671737 -2.658600 1.496568 0.0 0.0 0.0
H 6.232195 -2.430713 -0.911444 0.0 0.0 0.0
H 4.519822 -1.628592 -2.503235 0.0 0.0 0.0
H 2.260704 -1.072536 -1.751602 0.0 0.0 0.0
H 1.576127 -1.191361 4.830329 0.0 0.0 0.0
H -0.240764 -0.952846 6.432862 0.0 0.0 0.0
H -2.616806 -1.056033 5.657749 0.0 0.0 0.0
H -3.072720 -1.586047 3.285600 0.0 0.0 0.0
C -0.990675 3.606698 1.311367 0.1 0.0 0.0
C -0.846971 2.360549 0.478522 0.0 0.0 0.0
N -0.148980 1.290252 0.943060 0.2 0.1 0.0
O 0.334545 1.456796 2.262193 0.0 0.0 0.0
C -1.383648 2.278210 -0.770607 -0.1 0.0 0.0
C -2.017583 3.375418 -1.563236 0.0 0.0 0.0
N -1.192745 0.998780 -1.387618 0.1 0.1 0.0
O 0.126564 0.728876 -1.839778 0.0 -0.1 0.0
H -0.375975 3.541490 2.202259 0.0 0.0 0.0
H -2.031506 3.738143 1.613438 0.0 0.0 0.0
H -0.689904 4.486186 0.741669 0.0 0.0 0.0
H -0.008967 0.690061 2.742037 0.0 0.0 0.0
H -3.089541 3.221074 -1.726365 0.0 0.0 0.0
H -1.550029 3.475240 -2.548659 0.0 0.0 0.0
H -1.897482 4.330075 -1.052794 0.0 0.0 0.0
Cl 6.555413 4.117193 -3.551431 0.0 0.0 0.0
C 3.946310 2.379726 -1.700340 -0.1 -0.1 0.1
Cl 3.145815 1.926268 -0.260985 0.0 0.1 0.0
H 4.728002 1.734704 -2.058779 0.1 0.1 0.0
H 3.721726 3.344992 -2.115442 0.1 0.0 0.0
```
Positions in Å, forces in eV/Å.

## Properties
- energy above the lowest of the compared OMol25 structures with the same formula, charge and spin (eV) = 1.885
- 2S+1 = 3
- total charge = -2
- HOMO level (spin up / spin down) (eV) = -0.838 / -2.197

---

# 2
Formula: C27H26N4O5PtS2Se
Source: the OMol25 dataset
Level of theory: ωB97M-V/def2-TZVPD

```
66
Properties=species:S:1:pos:R:3:forces:R:3
Pt 0.063221 -0.093049 0.865541 2.0 -0.1 -0.1
C -6.527919 4.437025 1.917020 0.0 -0.1 0.0
C -5.657563 3.274324 1.535376 0.0 0.1 0.1
C -4.678139 3.401565 0.553937 0.0 0.0 -0.1
C -3.862344 2.336491 0.209436 0.0 0.0 0.0
C -4.056581 1.119884 0.852768 -0.1 0.2 0.4
C -5.037447 0.957562 1.833336 0.0 0.0 -0.1
C -5.827508 2.037094 2.164672 0.0 0.0 0.0
S -3.000059 -0.199063 0.509195 0.3 0.0 -0.7
O -3.671671 -1.459838 0.515722 0.1 0.0 0.4
O -2.167811 0.157330 -0.621826 -0.7 0.1 -0.3
N -1.808963 -0.156147 1.745339 -0.2 -0.2 -1.3
C -1.478189 -1.316883 2.462039 -0.4 0.3 -0.2
C -2.181960 -2.203219 3.248873 0.1 -0.1 0.0
C -1.423338 -3.202709 3.838039 0.1 0.0 0.0
C -0.039541 -3.284754 3.628207 -0.1 -0.1 0.1
C 0.583250 -2.384232 2.799921 0.0 0.1 -0.1
N -0.165752 -1.422754 2.238903 -0.3 -1.0 1.0
H -6.216524 5.352418 1.418273 0.0 0.0 0.0
H -6.501249 4.600182 2.995028 0.0 0.0 0.0
H -7.566535 4.237726 1.647096 0.0 0.0 0.0
H -4.558485 4.348620 0.042715 0.0 0.0 0.0
H -3.106343 2.436975 -0.557230 0.0 0.0 0.0
H -5.195452 -0.005900 2.303100 0.0 0.0 0.0
H -6.599547 1.923686 2.915959 0.0 0.0 0.0
H -3.251037 -2.120094 3.377512 0.0 0.0 0.0
H -1.906840 -3.932959 4.473012 0.0 0.0 0.0
H 0.552026 -4.044986 4.116356 0.0 0.0 0.0
H 1.645255 -2.387140 2.595969 0.0 0.1 0.0
C 0.576880 6.952694 2.042334 0.0 0.0 0.0
C 1.009329 5.565071 1.667439 0.0 0.0 0.1
C 0.270239 4.449420 2.065949 0.0 0.0 0.0
C 0.659521 3.174002 1.710074 0.1 -0.1 0.1
C 1.811431 3.000111 0.949000 0.0 0.2 -0.1
C 2.568522 4.095476 0.541485 0.0 0.0 0.1
C 2.162985 5.364325 0.913911 0.1 0.0 0.0
S 2.234858 1.456637 0.269207 -0.3 -0.3 -0.2
O 2.119190 0.348938 1.288921 0.1 0.1 0.0
O 3.498186 1.531606 -0.374047 -0.1 -0.2 -0.4
O 1.053002 1.054070 -0.645754 -0.1 0.9 0.3
H -0.296235 6.939499 2.691027 0.0 0.0 0.0
H 0.334998 7.529997 1.148772 0.0 0.0 0.0
H 1.379630 7.480229 2.558540 0.0 0.0 0.0
H -0.619781 4.584653 2.667231 0.0 0.0 0.0
H 0.072283 2.335381 2.071705 0.0 -0.1 -0.1
H 3.464141 3.950496 -0.046173 0.0 0.0 0.0
H 2.755670 6.217157 0.607524 0.0 0.0 0.0
C 2.388295 -0.035564 -3.394587 0.0 -0.1 0.1
N 2.735229 -1.126627 -2.477188 0.0 0.2 0.1
C 1.916653 -1.758562 -1.621254 0.1 0.2 0.0
Se 0.084131 -1.469613 -1.430341 -0.5 0.1 0.9
N 2.653406 -2.635571 -0.911178 0.0 0.0 0.0
C 3.971268 -2.564458 -1.297029 0.0 -0.2 0.1
C 5.111176 -3.261606 -0.884966 -0.1 0.0 0.0
C 6.281792 -2.917366 -1.509875 0.1 0.0 -0.1
C 6.335320 -1.918273 -2.515868 0.0 0.0 0.0
C 5.218019 -1.240633 -2.928736 0.0 0.0 0.0
C 4.020960 -1.590629 -2.294845 -0.1 0.1 -0.2
H 1.312800 0.096444 -3.398719 0.0 0.0 0.0
H 2.737536 -0.297634 -4.390175 0.0 0.0 0.0
H 2.870949 0.874486 -3.047180 0.0 0.0 0.0
H 2.260020 -3.252923 -0.219266 0.0 -0.1 0.0
H 5.073061 -4.028036 -0.123014 0.0 0.0 0.0
H 7.197487 -3.422133 -1.232390 0.0 0.0 0.0
H 7.290605 -1.689667 -2.968439 0.0 0.0 0.0
H 5.261917 -0.477525 -3.693324 0.0 0.0 0.0
```
Positions in Å, forces in eV/Å.

## Properties
- total charge = +2
- HOMO level (spin up / spin down) (eV) = -13.980 / -13.993

---

# 3
Formula: C4H9N3S
Source: the OMol25 dataset
Level of theory: ωB97M-V/def2-TZVPD

```
17
Properties=species:S:1:pos:R:3:forces:R:3
C -0.028960 -2.217005 0.078611 -2.5 -1.7 -2.0
N 1.035387 -1.473472 0.470193 3.3 4.0 2.5
C 1.015615 -0.193403 0.732076 -0.1 -4.8 -0.9
N -0.011460 0.729380 0.646216 1.8 1.2 1.1
C 0.295536 1.836499 1.317793 -1.7 2.0 2.6
S -0.829756 3.009862 1.613111 1.1 0.1 -0.2
N -1.098670 0.803430 -0.205969 0.7 -4.9 -2.9
C -0.391390 0.767141 -1.586886 -0.3 -0.7 -2.3
H -0.921340 -1.954926 0.641345 -0.8 0.6 -0.4
H -0.037529 -1.973241 -1.060754 -1.1 -1.3 1.5
H -0.067230 -3.337250 0.354052 1.2 1.5 -1.0
H 1.864095 0.246315 1.222385 0.5 -0.2 -0.3
H 1.207849 1.733350 1.941841 -0.5 0.5 -0.7
H -1.317470 -0.234029 -0.165268 -1.2 1.6 -0.1
H -0.318739 1.833160 -1.863518 0.9 -0.6 0.1
H 0.601203 0.091139 -1.609531 -2.0 2.0 0.3
H -0.997144 0.333050 -2.525697 0.6 0.7 2.6
```
Positions in Å, forces in eV/Å.

## Properties
- energy above the lowest of the compared OMol25 structures with the same formula, charge and spin (eV) = 4.458
- HOMO level (eV) = -8.395

---

# 4
Formula: C6H11N2OPS
Source: the OMol25 dataset
Level of theory: ωB97M-V/def2-TZVPD

```
22
Properties=species:S:1:pos:R:3:forces:R:3
C -2.313646 0.972961 0.285156 0.2 -0.4 0.7
C -1.165632 1.107370 -0.036156 0.2 1.6 -1.7
C 1.315105 1.160505 -0.120570 -1.6 0.1 -1.8
C -0.040378 1.723862 -0.786839 0.5 1.2 1.4
C 1.156172 0.518209 2.283582 0.7 -1.5 3.5
C -0.623555 -2.587474 -1.449323 0.5 -0.5 -0.4
N 0.998788 0.207760 0.889756 -0.1 -1.2 0.4
N 0.064584 -1.431884 -0.923017 0.7 -0.4 -0.3
O -0.918179 -1.496218 1.581468 0.1 0.2 0.2
P -0.156081 -0.897603 0.481617 0.1 -1.1 0.9
S -0.100101 1.415199 -2.535831 -0.6 2.0 -1.1
H -3.172365 0.699322 0.801152 -1.1 -0.2 0.4
H 1.882826 0.749538 -0.941980 0.2 -0.5 -0.1
H 1.854351 1.998318 0.179171 1.0 1.2 1.3
H -0.163465 2.891084 -0.666549 0.4 -2.3 -0.2
H 0.774340 -0.302556 3.117661 0.1 1.9 -2.9
H 2.228887 0.481569 2.639835 -0.8 0.7 -1.0
H 0.684018 1.474034 2.503269 0.1 0.1 0.4
H -0.824138 -2.433874 -2.490804 -0.1 -0.1 -0.7
H -0.207648 -3.600360 -1.309893 1.2 0.7 -0.2
H -1.520528 -2.823134 -0.975948 -2.2 0.4 0.9
H 0.246643 0.173374 -2.525756 0.4 -1.6 0.3
```
Positions in Å, forces in eV/Å.

## Properties
- energy above the lowest of the compared OMol25 structures with the same formula, charge and spin (eV) = 1.821
- HOMO level (eV) = -9.046

---

Number 1: calculated total energy -112264.9807 eV. Number 2: calculated total energy -134865.4694 eV. Number 3: calculated total energy -19595.1785 eV. Number 4: calculated total energy -31548.8695 eV.